Record 1
The following is a quantum chemistry calculation of a structure of composition C35H52OP4Pd in a non-equilibrium geometry, from the OMol25 dataset.

ORCA input file:
```
! RIJCOSX wB97M-V def2-TZVPD def2/J DEFGRID3
* xyz 4 5
Pd -0.462 -0.129 -1.170
P -2.416 -1.211 -1.945
P 1.307 -1.573 -0.999
P 0.185 1.086 -3.125
H 0.156 1.584 0.846
C -0.253 1.855 -0.148
C -1.605 1.628 -0.458
H -2.301 1.214 0.283
C -3.611 -1.986 -0.820
C -1.957 -2.578 -3.048
C -3.477 -0.081 -2.887
C 2.758 -0.748 -0.287
C 1.048 -3.034 0.035
C 1.810 -2.275 -2.595
C -0.710 2.631 -3.454
C -0.031 0.107 -4.635
C 1.927 1.580 -3.022
H 0.343 2.531 -0.764
H -2.046 2.095 -1.340
H -4.148 -1.232 -0.232
H -3.109 -2.691 -0.141
H -4.312 -2.552 -1.459
H -1.383 -3.321 -2.483
H -1.346 -2.205 -3.875
H -2.855 -3.062 -3.454
H -3.798 0.726 -2.222
H -4.364 -0.619 -3.250
H -2.943 0.348 -3.739
H 3.608 -1.443 -0.219
H 2.513 -0.387 0.719
H 3.049 0.107 -0.905
H 1.952 -3.661 -0.010
H 0.197 -3.614 -0.338
H 0.863 -2.752 1.076
H 2.585 -3.038 -2.434
H 2.209 -1.503 -3.257
H 0.948 -2.753 -3.075
H -0.259 3.049 -4.367
H -0.593 3.335 -2.622
H -1.776 2.432 -3.625
H 0.397 0.662 -5.480
H -1.101 -0.043 -4.813
H 0.470 -0.863 -4.542
H 2.172 2.240 -3.868
H 2.576 0.698 -3.048
H 2.084 2.124 -2.083
C 6.263 2.323 -2.036
C 7.406 2.874 -1.410
C 7.378 4.217 -1.040
C 6.258 5.010 -1.326
C 5.171 4.471 -2.035
C 5.195 3.134 -2.432
O 6.089 0.973 -2.181
H 6.893 0.523 -1.861
H 8.259 2.232 -1.203
H 8.236 4.648 -0.521
H 6.232 6.052 -1.006
H 4.307 5.083 -2.280
H 4.385 2.686 -3.007
C -1.727 -4.482 4.726
C -1.484 -4.665 3.358
C -1.415 -3.563 2.503
C -1.524 -2.256 3.021
C -1.660 -2.081 4.409
C -1.815 -3.187 5.246
P -1.605 -0.779 1.917
C -3.349 -0.291 2.290
C -3.803 1.038 2.290
C -5.152 1.331 2.518
C -6.070 0.302 2.736
C -5.629 -1.023 2.701
C -4.287 -1.313 2.488
C -0.515 0.322 2.928
C -0.830 1.481 3.651
C 0.171 2.170 4.352
C 1.484 1.706 4.352
C 1.810 0.561 3.618
C 0.819 -0.124 2.922
H -1.835 -5.342 5.384
H -1.351 -5.669 2.955
H -1.261 -3.714 1.435
H -1.644 -1.078 4.832
H -1.993 -3.028 6.313
H -3.089 1.849 2.151
H -5.475 2.370 2.560
H -7.115 0.527 2.968
H -6.324 -1.846 2.890
H -3.945 -2.352 2.543
H -1.841 1.839 3.707
H -0.083 3.056 4.924
H 2.257 2.206 4.936
H 2.829 0.175 3.600
H 1.075 -1.052 2.395
*
```

## Properties
- E_LUMO (spin up / spin down) (eV) = -9.059 / -13.743
- E_tot (a.u.) = -2931.92350
- highest occupied orbital energy (spin up / spin down) (eV) = -17.715 / -17.824
- orbital gap (spin up / spin down) (eV) = 8.66 / 4.08

=====

Record 2
The following is a quantum chemistry calculation of a structure of composition C35H52P3SbSeTi in a non-equilibrium geometry, from the OMol25 dataset.

ORCA input file:
```
! RIJCOSX wB97M-V def2-TZVPD def2/J DEFGRID3
* xyz 4 1
Ti -0.030 0.203 -1.273
P 2.407 0.362 -1.158
P -0.270 2.682 -0.019
P 0.122 -2.433 -1.317
H -2.867 1.151 -1.722
C -2.622 0.128 -1.410
C -2.276 -0.171 -0.112
H -2.304 0.598 0.672
C 3.038 0.868 -2.801
C 3.240 1.529 -0.035
C 3.391 -1.146 -0.833
C -1.988 3.194 0.250
C 0.537 3.361 1.453
C 0.330 3.791 -1.340
C -1.523 -3.245 -1.320
C 0.982 -3.545 -0.129
C 0.786 -3.165 -2.874
H -2.924 -0.657 -2.116
H -2.233 -1.206 0.248
H 4.136 0.810 -2.808
H 2.728 1.896 -3.022
H 2.619 0.221 -3.582
H 4.323 1.463 -0.200
H 3.036 1.278 1.013
H 2.925 2.559 -0.225
H 4.459 -0.901 -0.931
H 3.144 -1.946 -1.541
H 3.206 -1.506 0.186
H -2.035 4.292 0.278
H -2.349 2.810 1.212
H -2.647 2.828 -0.543
H 0.639 4.451 1.364
H 1.529 2.927 1.597
H -0.062 3.143 2.343
H 0.121 4.830 -1.039
H -0.178 3.580 -2.290
H 1.409 3.680 -1.495
H -1.389 -4.272 -1.690
H -2.222 -2.715 -1.974
H -1.941 -3.281 -0.306
H 0.729 -4.582 -0.396
H 0.662 -3.360 0.906
H 2.069 -3.417 -0.186
H 0.542 -4.238 -2.869
H 1.873 -3.035 -2.938
H 0.328 -2.680 -3.747
C -1.586 0.738 -4.944
C -2.936 1.002 -4.656
C -3.778 1.531 -5.643
C -3.283 1.784 -6.927
C -1.943 1.501 -7.224
C -1.099 0.984 -6.244
Se -0.351 -0.056 -3.637
H 0.074 1.039 0.337
H -3.342 0.787 -3.670
H -4.818 1.753 -5.412
H -3.929 2.189 -7.703
H -1.540 1.678 -8.226
H -0.048 0.753 -6.452
C 0.360 -5.170 4.746
C -0.631 -4.930 3.782
C -0.669 -3.704 3.103
C 0.295 -2.731 3.370
C 1.267 -2.946 4.349
C 1.307 -4.173 5.032
Sb 0.149 -0.773 2.367
C -1.576 -0.272 3.640
C -2.861 -0.638 3.225
C -3.971 -0.334 4.031
C -3.785 0.316 5.262
C -2.489 0.626 5.692
C -1.383 0.313 4.890
C 1.942 0.145 3.218
C 1.864 1.337 3.938
C 3.024 1.932 4.446
C 4.271 1.335 4.242
C 4.360 0.134 3.522
C 3.189 -0.469 3.013
H 0.390 -6.122 5.276
H -1.373 -5.690 3.558
H -1.461 -3.525 2.376
H 1.999 -2.175 4.604
H 2.078 -4.349 5.784
H -3.026 -1.161 2.283
H -4.974 -0.608 3.688
H -4.655 0.561 5.881
H -2.341 1.121 6.653
H -0.384 0.524 5.264
H 0.905 1.819 4.117
H 2.950 2.862 5.006
H 5.180 1.791 4.638
H 5.323 -0.356 3.359
H 3.276 -1.419 2.476
*
```

## Properties
- E_LUMO (spin up / spin down) (eV) = -14.082 / -14.017
- E_tot (a.u.) = -5878.46127
- highest occupied orbital energy (spin up / spin down) (eV) = -18.422 / -18.443
- orbital gap (spin up / spin down) (eV) = 4.34 / 4.43

=====

Question: Among the records above, which one has the highest E_tot?
Answer: C35H52OP4Pd

=====

Copy entry 2 word for word.
The following is a quantum chemistry calculation of a structure of composition C35H52P3SbSeTi in a non-equilibrium geometry, from the OMol25 dataset.

ORCA input file:
```
! RIJCOSX wB97M-V def2-TZVPD def2/J DEFGRID3
* xyz 4 1
Ti -0.030 0.203 -1.273
P 2.407 0.362 -1.158
P -0.270 2.682 -0.019
P 0.122 -2.433 -1.317
H -2.867 1.151 -1.722
C -2.622 0.128 -1.410
C -2.276 -0.171 -0.112
H -2.304 0.598 0.672
C 3.038 0.868 -2.801
C 3.240 1.529 -0.035
C 3.391 -1.146 -0.833
C -1.988 3.194 0.250
C 0.537 3.361 1.453
C 0.330 3.791 -1.340
C -1.523 -3.245 -1.320
C 0.982 -3.545 -0.129
C 0.786 -3.165 -2.874
H -2.924 -0.657 -2.116
H -2.233 -1.206 0.248
H 4.136 0.810 -2.808
H 2.728 1.896 -3.022
H 2.619 0.221 -3.582
H 4.323 1.463 -0.200
H 3.036 1.278 1.013
H 2.925 2.559 -0.225
H 4.459 -0.901 -0.931
H 3.144 -1.946 -1.541
H 3.206 -1.506 0.186
H -2.035 4.292 0.278
H -2.349 2.810 1.212
H -2.647 2.828 -0.543
H 0.639 4.451 1.364
H 1.529 2.927 1.597
H -0.062 3.143 2.343
H 0.121 4.830 -1.039
H -0.178 3.580 -2.290
H 1.409 3.680 -1.495
H -1.389 -4.272 -1.690
H -2.222 -2.715 -1.974
H -1.941 -3.281 -0.306
H 0.729 -4.582 -0.396
H 0.662 -3.360 0.906
H 2.069 -3.417 -0.186
H 0.542 -4.238 -2.869
H 1.873 -3.035 -2.938
H 0.328 -2.680 -3.747
C -1.586 0.738 -4.944
C -2.936 1.002 -4.656
C -3.778 1.531 -5.643
C -3.283 1.784 -6.927
C -1.943 1.501 -7.224
C -1.099 0.984 -6.244
Se -0.351 -0.056 -3.637
H 0.074 1.039 0.337
H -3.342 0.787 -3.670
H -4.818 1.753 -5.412
H -3.929 2.189 -7.703
H -1.540 1.678 -8.226
H -0.048 0.753 -6.452
C 0.360 -5.170 4.746
C -0.631 -4.930 3.782
C -0.669 -3.704 3.103
C 0.295 -2.731 3.370
C 1.267 -2.946 4.349
C 1.307 -4.173 5.032
Sb 0.149 -0.773 2.367
C -1.576 -0.272 3.640
C -2.861 -0.638 3.225
C -3.971 -0.334 4.031
C -3.785 0.316 5.262
C -2.489 0.626 5.692
C -1.383 0.313 4.890
C 1.942 0.145 3.218
C 1.864 1.337 3.938
C 3.024 1.932 4.446
C 4.271 1.335 4.242
C 4.360 0.134 3.522
C 3.189 -0.469 3.013
H 0.390 -6.122 5.276
H -1.373 -5.690 3.558
H -1.461 -3.525 2.376
H 1.999 -2.175 4.604
H 2.078 -4.349 5.784
H -3.026 -1.161 2.283
H -4.974 -0.608 3.688
H -4.655 0.561 5.881
H -2.341 1.121 6.653
H -0.384 0.524 5.264
H 0.905 1.819 4.117
H 2.950 2.862 5.006
H 5.180 1.791 4.638
H 5.323 -0.356 3.359
H 3.276 -1.419 2.476
*
```

## Properties
- E_LUMO (spin up / spin down) (eV) = -14.082 / -14.017
- E_tot (a.u.) = -5878.46127
- highest occupied orbital energy (spin up / spin down) (eV) = -18.422 / -18.443
- orbital gap (spin up / spin down) (eV) = 4.34 / 4.43

=====

Question: What is the E_tot in the second record?
Answer: -5878.46127 a.u.